Entry 1:
Below is a cluster of 6 separate species, C31H75Cl4N5 in total at a distorted geometry, with properties calculated with ωB97M-V with the def2-TZVPD basis set.

Cartesian coordinates (Å):
C  -2.90  -2.07  -5.22
C  -3.45  -1.00  -4.37
N  -4.60  -1.37  -3.45
C  -4.14  -2.23  -2.37
C  -3.45  -1.59  -1.17
C  -5.68  -1.91  -4.28
C  -7.00  -1.70  -3.54
H  -2.20  -2.73  -4.71
H  -2.50  -1.69  -6.16
H  -3.64  -2.69  -5.72
H  -2.61  -0.58  -3.80
H  -3.75  -0.10  -4.92
H  -4.89  -2.91  -1.98
H  -3.49  -3.00  -2.80
H  -2.61  -1.01  -1.54
H  -4.16  -1.03  -0.56
H  -3.00  -2.39  -0.57
H  -5.45  -2.98  -4.28
H  -5.74  -1.63  -5.33
H  -7.65  -2.36  -4.13
H  -7.40  -0.69  -3.62
H  -7.29  -2.02  -2.54
C  -1.18  3.41  -1.27
C  -2.37  4.19  -1.77
N  -1.85  5.35  -2.41
C  -1.38  4.97  -3.77
C  -2.37  4.30  -4.74
C  -2.86  6.41  -2.47
C  -2.91  7.17  -1.21
H  -1.42  2.65  -0.53
H  -0.60  4.00  -0.57
H  -0.58  2.94  -2.05
H  -3.01  3.49  -2.31
H  -2.94  4.52  -0.90
H  -1.08  5.93  -4.18
H  -0.46  4.39  -3.64
H  -2.46  3.27  -4.40
H  -3.36  4.76  -4.72
H  -1.87  4.28  -5.71
H  -3.85  6.04  -2.74
H  -2.57  7.15  -3.22
H  -3.30  6.57  -0.39
H  -3.35  8.17  -1.25
H  -1.86  7.27  -0.91
C  1.24  3.12  3.37
C  1.25  1.59  3.48
N  1.78  1.06  2.23
C  0.88  1.16  1.06
C  -0.30  0.24  1.29
C  2.73  -0.10  2.29
C  4.09  0.23  2.94
H  2.22  3.50  3.08
H  1.12  3.58  4.35
H  0.53  3.47  2.62
H  1.75  1.10  4.31
H  0.25  1.17  3.63
H  0.51  2.16  0.84
H  1.53  0.96  0.21
H  0.01  -0.62  1.88
H  -1.05  0.57  2.01
H  -0.77  -0.24  0.43
H  2.90  -0.36  1.24
H  2.18  -0.93  2.72
H  4.06  0.37  4.02
H  4.26  1.17  2.41
H  4.75  -0.62  2.78
C  2.48  -4.70  8.06
C  1.79  -3.33  7.65
N  2.59  -2.65  6.62
C  1.84  -1.69  5.79
C  0.87  -2.59  5.04
C  3.79  -1.92  7.12
C  3.66  -1.14  8.42
H  2.50  -5.35  7.18
H  2.04  -5.20  8.92
H  3.55  -4.59  8.25
H  0.74  -3.54  7.43
H  1.61  -2.68  8.50
H  2.39  -1.25  4.95
H  1.34  -0.88  6.31
H  1.39  -3.46  4.62
H  0.54  -2.13  4.11
H  -0.06  -2.75  5.59
H  4.54  -2.68  7.36
H  4.40  -1.36  6.41
H  3.34  -1.77  9.25
H  4.62  -0.66  8.60
H  2.94  -0.34  8.27
C  0.85  1.64  -3.86
C  1.74  0.45  -4.52
N  1.80  -0.78  -3.76
C  2.69  -1.85  -4.23
C  2.42  -2.18  -5.65
C  0.38  -1.23  -3.38
C  0.59  -1.86  -1.95
H  1.07  2.63  -4.26
H  1.03  1.73  -2.78
H  -0.21  1.46  -3.99
H  1.29  0.24  -5.48
H  2.76  0.80  -4.72
H  3.67  -1.41  -4.02
H  2.49  -2.67  -3.54
H  2.91  -1.52  -6.37
H  2.79  -3.19  -5.84
H  1.34  -2.21  -5.67
H  -0.23  -1.82  -4.06
H  -0.27  -0.37  -3.22
H  1.27  -1.44  -1.21
H  0.96  -2.86  -2.17
H  -0.29  -2.00  -1.32
C  5.07  -3.81  2.19
Cl  6.62  -3.68  3.03
Cl  5.05  -2.66  0.75
Cl  4.89  -5.38  1.35
Cl  3.74  -3.49  3.25

The spin multiplicity is 2. The frontier orbital gap (spin up / spin down) is 7.79 / 3.61 eV. As for the expectation value of S²: 0.75. The total charge is +1.

***

Entry 2:
Below is a structure of composition C31H76B3NO13S at a distorted geometry, with properties calculated with ωB97M-V with the def2-TZVPD basis set.

Cartesian coordinates (Å):
C  -4.09  2.06  1.72
C  -3.73  0.82  2.51
O  -4.45  0.34  3.32
O  -2.53  0.33  2.18
C  -2.27  -0.98  2.73
B  -0.84  -1.44  2.19
O  -0.67  -1.51  0.81
B  0.61  -1.88  0.40
C  1.31  -1.36  -0.91
C  1.70  0.14  -0.63
C  2.31  0.77  -1.91
S  1.94  2.56  -1.99
O  1.29  -2.73  1.29
B  1.37  -2.01  2.49
C  2.79  -1.52  2.99
C  3.11  -1.89  4.45
O  2.30  -2.39  5.12
N  4.43  -1.59  4.93
C  4.84  -0.22  4.55
C  5.42  -2.52  4.36
O  0.15  -1.75  3.11
H  -5.18  2.13  1.67
H  -3.64  2.92  2.22
H  -3.60  1.95  0.75
H  -2.35  -1.01  3.82
H  -3.00  -1.70  2.33
H  2.27  -1.89  -1.03
H  0.69  -1.46  -1.80
H  0.82  0.67  -0.25
H  2.42  0.10  0.20
H  3.38  0.59  -1.89
H  1.85  0.28  -2.76
H  2.48  3.07  -0.85
H  2.84  -0.43  2.81
H  3.54  -1.97  2.32
H  5.16  -0.23  3.49
H  5.70  0.11  5.14
H  4.03  0.50  4.60
H  6.43  -2.17  4.58
H  5.34  -2.62  3.26
H  5.24  -3.51  4.79
C  -1.27  -4.24  5.70
C  -0.71  -4.80  7.00
C  -1.02  -3.89  8.17
O  0.70  -4.98  6.87
H  -0.82  -3.27  5.47
H  -1.04  -4.91  4.86
H  -2.35  -4.12  5.75
H  -1.13  -5.79  7.18
H  -0.56  -2.91  8.02
H  -0.60  -4.30  9.09
H  -2.09  -3.76  8.30
H  1.09  -4.11  6.71
C  3.70  -6.27  -0.68
C  4.25  -4.85  -0.81
C  4.61  -4.27  0.55
O  3.28  -4.02  -1.45
H  2.79  -6.27  -0.08
H  3.45  -6.67  -1.66
H  4.43  -6.93  -0.21
H  5.13  -4.86  -1.45
H  3.72  -4.22  1.19
H  4.99  -3.25  0.44
H  5.36  -4.88  1.06
H  2.49  -4.01  -0.89
C  -2.95  1.27  -3.37
C  -1.84  1.69  -2.43
C  -0.67  0.73  -2.49
O  -2.33  1.75  -1.09
H  -3.33  0.28  -3.11
H  -3.79  1.96  -3.31
H  -2.59  1.25  -4.40
H  -1.51  2.70  -2.68
H  -0.97  -0.28  -2.20
H  0.12  1.05  -1.80
H  -0.25  0.69  -3.50
H  -2.62  0.86  -0.84
C  0.65  3.67  -4.79
C  0.17  2.90  -6.01
C  0.58  3.59  -7.30
O  -1.26  2.76  -5.97
H  0.21  4.67  -4.77
H  0.34  3.17  -3.87
H  1.73  3.76  -4.79
H  0.58  1.88  -5.99
H  0.14  4.59  -7.36
H  0.22  3.03  -8.17
H  1.66  3.68  -7.37
H  -1.64  3.65  -5.99
C  -2.67  0.40  -9.10
C  -2.44  -0.67  -8.04
C  -3.33  -0.45  -6.83
O  -1.07  -0.66  -7.64
H  -2.44  1.39  -8.71
H  -2.02  0.23  -9.96
H  -3.71  0.39  -9.44
H  -2.64  -1.66  -8.47
H  -3.10  0.52  -6.37
H  -3.14  -1.21  -6.08
H  -4.38  -0.47  -7.10
H  -0.89  0.21  -7.27
C  1.98  8.02  -3.90
C  2.71  7.00  -3.04
C  3.59  6.09  -3.88
O  1.76  6.22  -2.31
H  1.33  7.51  -4.62
H  1.34  8.66  -3.29
H  2.68  8.65  -4.45
H  3.32  7.52  -2.30
H  2.99  5.53  -4.60
H  4.10  5.36  -3.25
H  4.34  6.67  -4.43
H  1.21  5.75  -2.95
C  -5.81  0.97  7.47
C  -6.24  -0.44  7.09
C  -5.09  -1.42  7.20
O  -6.75  -0.45  5.76
H  -5.02  1.32  6.80
H  -6.65  1.66  7.38
H  -5.44  1.00  8.50
H  -7.06  -0.76  7.74
H  -4.28  -1.14  6.52
H  -5.41  -2.43  6.92
H  -4.69  -1.46  8.22
H  -6.04  -0.16  5.18

The spin multiplicity is 1. The frontier orbital gap is 9.41 eV. The total charge is 0.

***

Entry 3:
Below is a structure of composition C31H79ClF9N2O12PSi2 at a distorted geometry, with properties calculated with ωB97M-V with the def2-TZVPD basis set.

Cartesian coordinates (Å):
C  0.42  5.17  5.15
C  -0.76  4.51  4.18
N  -0.65  4.98  2.71
Si  -1.41  3.70  1.70
C  -2.97  4.51  0.83
C  -4.05  3.25  0.64
O  -4.46  2.88  2.00
C  -5.87  2.52  2.09
C  -6.36  1.15  1.37
F  -7.75  0.89  1.90
F  -6.61  1.53  -0.08
C  -5.39  -0.14  1.34
F  -5.76  -0.88  0.07
F  -3.94  0.10  1.21
C  -5.58  -1.26  2.52
F  -6.97  -1.83  2.61
F  -4.75  -2.43  2.05
C  -4.98  -0.86  3.98
F  -4.55  0.54  4.16
F  -6.03  -1.22  5.00
O  -0.42  3.10  0.39
Si  1.30  3.31  0.67
F  2.11  2.42  -0.67
C  1.94  2.62  2.36
C  3.42  1.90  2.31
C  3.46  0.46  1.53
C  4.92  -0.25  1.92
N  5.24  -1.43  0.99
P  1.91  5.43  0.32
O  2.15  6.28  1.81
Cl  3.87  5.22  -0.57
H  1.49  5.06  4.64
H  0.22  6.31  5.41
H  0.50  4.52  6.14
H  -1.79  4.81  4.65
H  -0.61  3.35  4.23
H  -1.35  5.79  2.68
H  -1.89  2.65  2.59
H  -2.65  4.86  -0.24
H  -3.44  5.37  1.47
H  -4.93  3.61  -0.04
H  -3.47  2.42  0.05
H  -6.47  3.41  1.56
H  -6.23  2.56  3.22
H  -4.03  -1.55  4.21
H  1.15  1.91  2.91
H  2.05  3.55  3.09
H  4.25  2.61  1.87
H  3.73  1.69  3.44
H  2.60  -0.29  1.83
H  3.46  0.52  0.36
H  5.73  0.58  1.64
H  4.99  -0.52  3.06
H  4.66  -1.39  0.12
H  5.17  -2.34  1.48
H  1.89  5.73  2.61
C  -5.23  3.67  6.51
C  -3.73  3.59  6.64
O  -3.12  4.70  5.99
H  -5.53  3.68  5.45
H  -5.72  2.82  7.00
H  -5.61  4.60  6.95
H  -3.35  2.67  6.18
H  -3.43  3.59  7.69
H  -3.46  5.51  6.41
C  -7.33  -5.82  0.69
C  -5.83  -5.90  0.82
O  -5.22  -4.80  0.17
H  -7.63  -5.81  -0.37
H  -7.82  -6.67  1.18
H  -7.71  -4.89  1.13
H  -5.45  -6.82  0.36
H  -5.53  -5.90  1.87
H  -5.56  -3.99  0.59
C  5.82  -5.46  -1.15
C  4.51  -4.70  -1.31
O  4.77  -3.35  -1.67
H  6.44  -4.98  -0.38
H  5.63  -6.50  -0.87
H  6.39  -5.44  -2.08
H  3.95  -4.71  -0.37
H  3.89  -5.16  -2.09
H  5.26  -3.36  -2.51
C  -8.00  -1.04  -2.34
C  -7.50  -1.25  -3.75
O  -7.79  -0.11  -4.54
H  -9.08  -0.86  -2.34
H  -7.79  -1.92  -1.72
H  -7.53  -0.17  -1.88
H  -7.99  -2.12  -4.21
H  -6.42  -1.42  -3.76
H  -7.34  0.65  -4.13
C  9.34  -4.44  -5.29
C  8.64  -4.39  -3.95
O  7.31  -3.90  -4.11
H  9.38  -3.45  -5.74
H  10.37  -4.81  -5.18
H  8.81  -5.09  -5.98
H  9.16  -3.73  -3.26
H  8.59  -5.39  -3.49
H  6.85  -4.51  -4.72
C  8.86  0.71  -3.38
C  8.71  -0.64  -4.05
O  9.97  -1.09  -4.52
H  9.27  1.45  -4.07
H  7.89  1.08  -3.02
H  9.54  0.65  -2.53
H  8.04  -0.56  -4.91
H  8.30  -1.38  -3.36
H  10.56  -1.16  -3.74
C  0.20  2.43  -4.18
C  1.53  3.14  -4.30
O  1.52  4.33  -3.51
H  -0.62  3.08  -4.51
H  0.19  1.52  -4.79
H  0.00  2.16  -3.14
H  1.72  3.43  -5.34
H  2.35  2.51  -3.96
H  1.36  4.06  -2.59
C  10.84  -8.03  -7.52
C  10.14  -7.98  -6.18
O  8.81  -7.49  -6.35
H  10.88  -7.04  -7.97
H  11.87  -8.40  -7.41
H  10.31  -8.68  -8.22
H  10.66  -7.31  -5.49
H  10.09  -8.98  -5.72
H  8.35  -8.10  -6.95
C  -10.47  3.39  3.28
C  -8.96  3.31  3.41
O  -8.35  4.42  2.76
H  -10.76  3.40  2.23
H  -10.95  2.54  3.78
H  -10.84  4.32  3.72
H  -8.58  2.39  2.95
H  -8.66  3.31  4.47
H  -8.69  5.22  3.19

The spin multiplicity is 1. The frontier orbital gap is 8.13 eV. The total charge is 0.